No. 1
Entry from OMol25: C32H21HoN7O4 as an isolated structure in a non-equilibrium geometry (ωB97M-V with the def2-TZVPD basis set).

As for the total energy: -2863.95708 hartree. The value obtained for the molar mass is 732.50 g/mol. The value obtained for the orbital gap (spin up / spin down) is 5.83 / 4.55 eV. As for the multiplicity: 5. As for the total charge: +1. The value obtained for the energy relative to the best compared isomer or geometry (same formula, charge and spin) is 705.3 kJ/mol.

Atoms and positions in Å:
1 Ho 0.01158 -0.60624 0.36853
2 O 1.29894 3.24344 -1.42952
3 C 0.98977 2.37939 -0.65757
4 N 0.11331 1.32183 -0.85756
5 C -0.86782 1.43664 -1.82328
6 O -1.40865 2.45276 -2.16937
7 C -1.23419 0.08856 -2.44415
8 C -1.52804 0.22893 -3.81471
9 C -1.86558 -0.71937 -4.79539
10 C -2.14035 -2.02690 -4.57495
11 C -2.25282 -2.64885 -3.22831
12 N -1.16414 -0.95856 -1.63250
13 C 1.50302 2.27888 0.76453
14 C 1.51189 3.47262 1.60153
15 C 1.69159 3.41291 2.93000
16 C 1.82566 2.11166 3.65735
17 C 1.60878 0.97496 2.63969
18 N 1.73053 1.09162 1.21202
19 H -1.46375 1.25326 -4.15834
20 H -1.91537 -0.34498 -5.81078
21 H -2.37844 -2.65743 -5.42390
22 H -2.29838 -3.73301 -3.33392
23 H 1.40215 4.41782 1.08542
24 H 1.77201 4.32556 3.51014
25 H 2.72388 2.09813 4.27678
26 H 2.04452 0.03962 2.98468
27 O -0.55909 -5.16124 6.54342
28 N 0.19367 -4.20388 6.58504
29 O 0.98131 -3.98567 7.48387
30 C 0.09832 -3.20567 5.51219
31 C 0.46434 -1.94217 5.83191
32 C 0.34186 -0.84340 4.92311
33 C 0.65593 0.45020 5.29420
34 C 0.50114 1.59977 4.35606
35 C 0.09531 1.04395 2.97365
36 N -0.51223 -0.22327 2.72307
37 C -0.19105 -1.15686 3.61897
38 C -0.40515 -2.51932 3.23541
39 N -0.66741 -2.73271 1.91125
40 C -0.99200 -3.96860 1.54417
41 C -1.01412 -5.04612 2.41638
42 C -0.66039 -4.85630 3.73803
43 C -0.34486 -3.56762 4.18582
44 H 0.83854 -1.75446 6.82932
45 H 0.96997 0.65527 6.31085
46 H -0.12447 2.38316 4.79093
47 H -0.39907 1.81337 2.38261
48 H -1.23181 -4.12014 0.49690
49 H -1.28313 -6.02805 2.05483
50 H -0.63857 -5.69303 4.41530
51 C -1.20238 -2.34444 -2.15054
52 C 0.25045 -2.70413 -2.44984
53 C 0.80144 -2.73179 -3.72548
54 C 2.14453 -3.01573 -3.91978
55 C 2.96822 -3.28327 -2.83327
56 C 2.43391 -3.27042 -1.54701
57 C 1.09448 -2.96976 -1.36021
58 C 4.34898 -3.62562 -3.00459
59 N 5.45361 -3.92181 -3.10938
60 H -1.51304 -2.96057 -1.30142
61 H -3.21652 -2.33572 -2.80937
62 H 0.18061 -2.54356 -4.58570
63 H 2.55516 -3.03836 -4.92023
64 H 3.07017 -3.52282 -0.70908
65 H 0.68118 -3.13005 -0.36279

No. 2
Entry from OMol25: C32H22BrF4IN2O2PPd as an isolated structure in a non-equilibrium geometry (ωB97M-V with the def2-TZVPD basis set).

As for the total energy: -5232.79151 hartree. The value obtained for the molar mass is 886.73 g/mol. The value obtained for the orbital gap (spin up / spin down) is 5.97 / 5.97 eV. As for the total charge: +1. The value obtained for the energy relative to the best compared isomer or geometry (same formula, charge and spin) is 99.4 kJ/mol.

Atoms and positions in Å:
1 Pd 0.27756 0.05555 -0.14223
2 C 1.46118 -4.68098 -0.50112
3 C 1.04799 -4.19160 0.85130
4 N 0.99579 -5.02583 1.84515
5 C 0.60628 -4.63791 3.07420
6 C 0.20323 -3.35984 3.34214
7 C -0.22295 -3.00066 4.74620
8 O -1.59964 -2.63459 4.82020
9 C 0.23430 -2.39432 2.29599
10 C -0.21461 -1.07572 2.61057
11 N -0.01810 0.05299 1.99834
12 C -0.33514 1.24631 2.69236
13 C -0.27978 1.30383 4.09424
14 C -0.56028 2.46198 4.79206
15 C -0.87757 3.63140 4.11813
16 C -0.91246 3.61768 2.73622
17 C -0.63739 2.44506 2.05322
18 I -0.73445 2.56907 -0.06195
19 C 0.69127 -2.79115 1.01124
20 O 0.78158 -2.03409 -0.01865
21 H 1.96514 -5.63829 -0.39876
22 H 2.11306 -3.95947 -0.99426
23 H 0.58662 -4.82163 -1.13938
24 H 0.64787 -5.39621 3.84690
25 H 0.33738 -2.13585 5.10760
26 H 0.00284 -3.82899 5.42052
27 H -2.13772 -3.42843 4.74718
28 H -0.79910 -1.04056 3.52656
29 H 0.00428 0.42270 4.65189
30 H -0.51871 2.44621 5.87266
31 H -1.07752 4.54651 4.65756
32 H -1.15271 4.51974 2.18933
33 F 5.98345 -0.05467 -4.31638
34 C 4.73096 -0.02604 -3.91233
35 C 3.69687 0.00309 -4.83249
36 F 3.95406 0.01998 -6.12786
37 C 2.38848 0.01539 -4.38284
38 F 1.42749 0.06318 -5.30444
39 C 2.05399 0.00337 -3.03211
40 P 0.28086 -0.06613 -2.51214
41 C -0.48198 -1.46887 -3.37417
42 C -0.70764 -2.61729 -2.61428
43 C -1.31132 -3.72759 -3.18212
44 C -1.70469 -3.69063 -4.51084
45 C -1.51803 -2.53569 -5.25858
46 C -0.91984 -1.42052 -4.69902
47 C -0.42996 1.42985 -3.24158
48 C 0.31971 2.60302 -3.32646
49 C -0.29015 3.78450 -3.71751
50 C -1.64882 3.80443 -4.00449
51 C -2.39865 2.64031 -3.91597
52 C -1.79551 1.45463 -3.52698
53 C 3.11639 0.03769 -2.12798
54 Br 2.88472 0.27183 -0.26203
55 C 4.43297 0.00358 -2.56029
56 F 5.42787 0.01899 -1.68414
57 H -0.40498 -2.63580 -1.57651
58 H -1.48622 -4.61732 -2.59212
59 H -2.16768 -4.55775 -4.96328
60 H -1.84956 -2.49911 -6.28781
61 H -0.81032 -0.52732 -5.29490
62 H 1.37881 2.59519 -3.09458
63 H 0.29007 4.69466 -3.79333
64 H -2.12595 4.73111 -4.29501
65 H -3.45690 2.65712 -4.14012
66 H -2.38014 0.54697 -3.44264

No. 3
Entry from OMol25: C32H22FINO2PRe as an isolated structure in a non-equilibrium geometry (ωB97M-V with the def2-TZVPD basis set).

As for the total energy: -2254.54211 hartree. The value obtained for the molar mass is 815.62 g/mol. The value obtained for the orbital gap (spin up / spin down) is 5.77 / 6.23 eV. As for the multiplicity: 2. As for the total charge: +2. The value obtained for the energy relative to the best compared isomer or geometry (same formula, charge and spin) is 52.9 kJ/mol.

Atoms and positions in Å:
1 Re 0.13277 1.07939 -0.28428
2 I -0.33286 -0.62931 -2.43759
3 C -2.16299 -1.54054 -1.81026
4 C -3.13770 -1.50784 -2.76715
5 C -4.30911 -2.25636 -2.58142
6 C -4.42920 -3.05226 -1.48039
7 C -3.42825 -3.08132 -0.48033
8 C -3.56459 -3.95338 0.62069
9 C -2.63083 -3.98950 1.61641
10 C -1.56912 -3.08022 1.58269
11 C -1.38180 -2.21124 0.52369
12 P -0.01587 -1.04983 0.86199
13 C -0.26392 -0.52596 2.57524
14 C 0.48416 -1.00240 3.64747
15 C 0.21069 -0.53895 4.92612
16 C -0.79584 0.39399 5.13262
17 C -1.54598 0.86693 4.06348
18 C -1.28209 0.41043 2.78342
19 C 1.49940 -2.00279 0.67554
20 C 1.50155 -3.19746 -0.04774
21 C 2.67329 -3.92580 -0.16122
22 C 3.83948 -3.47341 0.44266
23 C 3.84499 -2.27859 1.15015
24 C 2.68195 -1.53511 1.26185
25 C -2.27056 -2.24561 -0.58706
26 H -2.99939 -0.93610 -3.67572
27 H -5.08113 -2.22527 -3.33727
28 H -5.30162 -3.68015 -1.35284
29 H -4.43031 -4.60265 0.65947
30 H -2.72338 -4.67887 2.44364
31 H -0.88790 -3.04594 2.42323
32 H 1.27643 -1.72303 3.48905
33 H 0.78622 -0.90885 5.76412
34 H -0.99752 0.75403 6.13241
35 H -2.33711 1.58517 4.23143
36 H -1.88785 0.76004 1.95018
37 H 0.59291 -3.56415 -0.50846
38 H 2.67687 -4.85417 -0.71628
39 H 4.74663 -4.05739 0.36242
40 H 4.75432 -1.92555 1.61756
41 H 2.69170 -0.60425 1.81072
42 O 3.54021 2.27427 1.37809
43 C 2.56368 2.22945 0.71049
44 O 1.59840 1.28097 0.86396
45 C 2.25586 3.16238 -0.42552
46 C 3.11047 4.21683 -0.72462
47 C 2.81531 4.99923 -1.81188
48 C 1.67765 4.71993 -2.58803
49 C 1.31906 5.50297 -3.70932
50 C 0.19117 5.22484 -4.42370
51 C -0.62210 4.13289 -4.05960
52 C -0.30361 3.34517 -2.98830
53 C 0.84481 3.62121 -2.21798
54 N 1.16507 2.86379 -1.12582
55 H 3.97361 4.38086 -0.09559
56 H 3.45255 5.83432 -2.07426
57 H 1.95944 6.33071 -3.98632
58 H -0.09261 5.84315 -5.26381
59 H -1.51229 3.91497 -4.63405
60 H -0.94049 2.51876 -2.71343
61 F -1.62262 1.63756 -0.63057